# 1
{
  "formula": "C38H39AsBF6IN7PRu",
  "method": "ωB97M-V with the def2-TZVPD basis set",
  "charge": 2,
  "spin_multiplicity": 5,
  "s2": 6.017,
  "homo_ev": [-13.487, -13.485],
  "orbital_gap_ev": [6.91, 4.92],
  "elements": ["Ru", "C", "C", "C", "C", "C", "N", "N", "B", "N", "N", "C", "C", "C", "C", "C", "N", "N", "C", "C", "C", "C", "C", "H", "H", "H", "H", "H", "H", "H", "H", "H", "H", "H", "H", "H", "H", "H", "H", "H", "H", "H", "H", "H", "H", "C", "C", "C", "C", "C", "C", "As", "C", "C", "C", "C", "C", "C", "C", "C", "C", "C", "C", "C", "H", "H", "H", "H", "H", "H", "H", "H", "H", "H", "H", "H", "H", "I", "C", "C", "C", "C", "C", "N", "H", "H", "H", "H", "F", "P", "F", "F", "F", "F", "F"],
  "coordinates": [[0.250, -0.027, 0.087], [0.945, 2.780, 2.519], [-0.427, 2.254, 2.290], [-1.604, 2.578, 2.947], [-2.619, 1.877, 2.306], [-4.078, 1.874, 2.601], [-2.069, 1.164, 1.310], [-0.714, 1.395, 1.295], [-2.772, 0.417, 0.144], [-2.462, -1.090, 0.219], [-1.218, -1.431, 0.656], [-1.244, -2.720, 1.055], [-0.110, -3.391, 1.746], [-2.526, -3.208, 0.839], [-3.272, -2.154, 0.325], [-4.714, -2.100, -0.039], [-2.154, 0.974, -1.167], [-0.798, 0.902, -1.395], [-0.539, 1.686, -2.477], [0.789, 1.895, -3.105], [-1.724, 2.230, -2.927], [-2.722, 1.771, -2.074], [-4.179, 2.072, -2.102], [0.907, 3.866, 2.603], [1.619, 2.513, 1.706], [1.359, 2.389, 3.445], [-1.709, 3.248, 3.782], [-4.259, 2.395, 3.537], [-4.462, 0.858, 2.689], [-4.639, 2.378, 1.814], [-3.942, 0.617, 0.159], [0.847, -3.199, 1.268], [-0.284, -4.464, 1.779], [-0.056, -3.020, 2.769], [-2.878, -4.201, 1.062], [-5.108, -3.109, -0.134], [-4.861, -1.576, -0.982], [-5.291, -1.584, 0.730], [1.600, 1.878, -2.386], [0.801, 2.869, -3.593], [0.993, 1.134, -3.859], [-1.848, 2.884, -3.773], [-4.435, 2.546, -3.046], [-4.446, 2.756, -1.295], [-4.775, 1.169, -1.985], [3.499, -0.840, -5.454], [2.539, -1.619, -4.822], [2.236, -1.402, -3.485], [2.908, -0.396, -2.802], [3.877, 0.389, -3.419], [4.168, 0.157, -4.755], [2.597, -0.159, -0.928], [3.784, -1.345, -0.020], [3.806, -2.727, -0.054], [4.861, -3.384, 0.563], [5.873, -2.656, 1.175], [5.851, -1.269, 1.185], [4.794, -0.594, 0.589], [4.648, 0.875, 0.511], [5.483, 1.799, 1.123], [5.235, 3.157, 0.982], [4.154, 3.613, 0.238], [3.305, 2.704, -0.377], [3.566, 1.346, -0.246], [3.731, -1.013, -6.496], [2.025, -2.400, -5.366], [1.478, -1.996, -2.992], [4.401, 1.166, -2.876], [4.922, 0.754, -5.250], [3.025, -3.280, -0.558], [4.902, -4.465, 0.555], [6.696, -3.177, 1.645], [6.660, -0.724, 1.653], [6.326, 1.467, 1.714], [5.892, 3.871, 1.461], [3.972, 4.674, 0.137], [2.459, 3.069, -0.944], [0.483, -4.567, -1.521], [-1.048, -3.498, -2.487], [-2.097, -4.233, -3.032], [-3.077, -3.536, -3.712], [-2.960, -2.156, -3.830], [-1.876, -1.533, -3.244], [-0.927, -2.189, -2.559], [-2.130, -5.308, -2.931], [-3.910, -4.063, -4.158], [-3.687, -1.576, -4.381], [-1.743, -0.463, -3.337], [1.223, -0.756, 1.510], [2.498, -0.758, 3.968], [1.626, -2.055, 4.141], [3.186, -0.641, 5.322], [3.504, -1.628, 3.135], [3.077, 0.502, 3.210], [1.174, 0.071, 4.183]],
  "forces_ev_per_angstrom": [[-0.10, 0.08, 0.29], [0.01, -0.07, 0.04], [0.16, 0.08, -0.12], [-0.05, -0.08, -0.02], [0.06, 0.07, 0.11], [0.01, 0.00, -0.01], [-0.13, 0.07, -0.07], [-0.30, -0.14, 0.03], [0.03, -0.01, -0.10], [-0.03, 0.00, 0.27], [0.13, 0.03, -0.32], [-0.03, -0.06, 0.02], [-0.01, 0.04, 0.03], [0.07, -0.03, 0.02], [-0.02, 0.09, -0.04], [-0.01, -0.02, 0.00], [0.10, 0.15, 0.15], [-0.07, -0.10, -0.10], [0.00, -0.03, -0.04], [0.02, 0.02, 0.00], [-0.03, 0.00, 0.01], [0.01, -0.07, -0.01], [0.00, 0.02, 0.00], [0.02, 0.00, -0.03], [-0.01, -0.01, 0.03], [0.00, 0.01, 0.02], [-0.02, 0.00, 0.01], [-0.01, 0.00, 0.00], [0.00, -0.01, 0.01], [0.00, 0.00, 0.00], [-0.01, -0.01, 0.00], [-0.01, 0.01, 0.02], [0.01, 0.00, -0.02], [0.02, -0.02, 0.01], [-0.01, 0.00, 0.00], [0.00, 0.00, 0.01], [0.00, -0.01, 0.00], [0.00, 0.01, 0.00], [0.01, 0.03, 0.02], [-0.01, -0.01, -0.01], [-0.01, -0.01, 0.01], [0.01, 0.01, -0.01], [0.00, 0.01, 0.00], [0.00, 0.00, 0.00], [0.00, 0.00, -0.01], [-0.02, -0.01, -0.01], [-0.01, -0.01, 0.02], [0.02, 0.04, -0.02], [0.03, -0.07, 0.02], [0.00, -0.02, -0.05], [0.02, 0.03, 0.02], [0.19, -0.07, -0.03], [0.03, 0.00, -0.03], [-0.02, 0.05, 0.03], [0.00, -0.02, 0.00], [0.02, 0.00, 0.00], [-0.04, -0.01, -0.03], [0.02, -0.02, 0.03], [-0.01, 0.04, 0.02], [-0.02, -0.03, -0.02], [0.02, 0.01, 0.01], [-0.03, 0.01, -0.02], [0.03, -0.06, -0.03], [-0.04, 0.04, 0.04], [0.00, 0.00, 0.00], [0.00, 0.00, -0.01], [-0.01, 0.00, 0.00], [-0.01, -0.01, 0.01], [0.00, 0.00, 0.00], [0.00, -0.03, 0.00], [0.00, 0.00, 0.00], [0.00, 0.00, 0.00], [0.00, 0.00, 0.00], [0.00, 0.00, 0.00], [0.00, 0.00, 0.00], [0.00, 0.01, 0.00], [-0.02, 0.01, -0.02], [-0.03, 0.01, -0.16], [-0.02, -0.19, 0.03], [0.03, 0.07, 0.03], [-0.03, 0.01, -0.02], [-0.03, 0.00, -0.01], [0.06, -0.03, 0.05], [-0.03, 0.05, -0.04], [0.00, -0.01, -0.01], [0.00, 0.00, 0.00], [-0.01, 0.00, 0.00], [0.00, 0.00, 0.00], [0.18, 0.21, -0.11], [-0.14, -0.08, -0.16], [0.03, 0.03, 0.08], [0.01, -0.01, 0.03], [-0.01, -0.03, 0.07], [0.02, 0.04, 0.05], [0.04, 0.01, 0.03]]
}

***

# 2
{
  "formula": "C38H39HfN8O3",
  "method": "ωB97M-V with the def2-TZVPD basis set",
  "charge": 3,
  "homo_ev": -14.064,
  "orbital_gap_ev": 5.84,
  "elements": ["Hf", "C", "N", "C", "C", "C", "C", "C", "C", "N", "C", "C", "C", "C", "C", "C", "N", "C", "C", "C", "C", "C", "N", "H", "H", "H", "H", "H", "H", "H", "H", "H", "H", "H", "H", "H", "H", "H", "H", "H", "H", "C", "O", "C", "C", "C", "C", "C", "C", "N", "N", "C", "C", "C", "C", "O", "C", "N", "C", "C", "C", "C", "H", "H", "H", "H", "H", "H", "H", "H", "H", "H", "H", "H", "C", "N", "C", "C", "C", "O", "H", "H", "H", "H", "H", "H", "H", "H", "H"],
  "coordinates": [[-0.024, -1.302, -0.342], [2.090, -3.643, 0.158], [0.642, -3.519, -0.173], [0.366, -4.121, -1.502], [0.874, -3.207, -2.593], [1.059, -3.654, -3.886], [1.566, -2.784, -4.835], [1.905, -1.491, -4.453], [1.702, -1.122, -3.146], [1.175, -1.949, -2.221], [-0.191, -4.143, 0.885], [-1.628, -3.681, 0.796], [-2.604, -4.280, 1.561], [-3.890, -3.766, 1.524], [-4.148, -2.654, 0.736], [-3.120, -2.113, 0.000], [-1.877, -2.630, -0.002], [2.581, -2.482, 0.980], [3.566, -2.654, 1.925], [4.071, -1.541, 2.580], [3.566, -0.292, 2.260], [2.567, -0.198, 1.318], [2.068, -1.272, 0.672], [2.288, -4.587, 0.662], [2.656, -3.651, -0.771], [0.843, -5.096, -1.598], [-0.707, -4.272, -1.614], [0.819, -4.681, -4.143], [1.724, -3.117, -5.854], [2.335, -0.787, -5.156], [1.993, -0.138, -2.803], [-0.143, -5.231, 0.837], [0.200, -3.830, 1.854], [-2.357, -5.126, 2.193], [-4.678, -4.221, 2.113], [-5.133, -2.206, 0.698], [-3.274, -1.235, -0.611], [3.947, -3.644, 2.137], [4.849, -1.651, 3.327], [3.940, 0.605, 2.738], [2.151, 0.763, 1.060], [4.363, 4.918, 4.301], [3.542, 5.943, 3.737], [2.256, 5.688, 3.493], [1.628, 4.461, 3.763], [0.298, 4.287, 3.422], [-0.420, 5.331, 2.831], [0.194, 6.573, 2.652], [1.520, 6.747, 2.958], [-1.768, 5.278, 2.411], [-2.378, 4.203, 2.282], [-1.946, 2.916, 2.079], [-2.477, 1.868, 2.821], [-2.041, 0.559, 2.624], [-1.136, 0.245, 1.637], [-0.586, -1.012, 1.480], [-0.705, 1.249, 0.767], [0.136, 0.882, -0.282], [0.709, 1.861, -0.987], [0.390, 3.197, -0.838], [-0.550, 3.561, 0.112], [-1.076, 2.604, 0.978], [5.369, 5.316, 4.312], [4.335, 4.016, 3.686], [4.051, 4.687, 5.319], [2.163, 3.669, 4.270], [-0.199, 3.359, 3.680], [-0.398, 7.390, 2.255], [2.015, 7.700, 2.817], [-3.188, 2.099, 3.607], [-2.399, -0.235, 3.273], [1.449, 1.568, -1.718], [0.862, 3.937, -1.471], [-0.864, 4.597, 0.188], [-3.285, -2.236, -3.425], [-2.684, -0.975, -3.885], [-3.184, -0.460, -5.178], [-1.753, -0.349, -3.199], [-1.199, 0.923, -3.763], [-1.339, -0.825, -2.094], [-3.185, -2.987, -4.206], [-4.343, -2.085, -3.224], [-2.789, -2.581, -2.531], [-4.012, -1.083, -5.496], [-2.408, -0.497, -5.942], [-3.542, 0.562, -5.089], [-0.692, 0.730, -4.712], [-0.504, 1.369, -3.065], [-1.996, 1.638, -3.963]],
  "forces_ev_per_angstrom": [[-0.71, -0.34, -2.03], [-0.08, 0.13, 0.04], [0.04, -0.15, 0.09], [0.06, 0.16, -0.12], [0.19, 0.13, 0.23], [-0.04, -0.22, -0.17], [0.02, -0.02, -0.07], [0.07, 0.02, -0.16], [-0.02, -0.06, 0.26], [0.33, -0.23, -0.66], [-0.23, 0.14, -0.03], [0.25, -0.04, -0.25], [-0.17, -0.19, 0.13], [-0.05, -0.05, 0.08], [-0.15, 0.00, 0.04], [0.15, -0.05, -0.14], [-0.23, -0.28, 0.30], [-0.16, -0.01, -0.28], [0.19, -0.01, 0.14], [0.08, -0.02, 0.07], [0.14, 0.06, 0.10], [-0.09, -0.15, -0.17], [0.12, -0.14, 0.23], [-0.03, -0.12, 0.05], [0.02, -0.02, -0.13], [0.03, -0.13, 0.09], [-0.10, -0.02, 0.06], [0.04, 0.08, 0.02], [-0.02, 0.01, 0.03], [-0.01, -0.08, 0.06], [-0.06, 0.03, 0.01], [0.11, -0.10, -0.02], [0.10, 0.01, 0.04], [-0.04, 0.04, -0.09], [0.04, 0.03, -0.02], [0.04, -0.03, 0.00], [0.00, 0.04, -0.06], [-0.02, 0.00, 0.02], [-0.05, 0.01, -0.04], [-0.04, -0.07, -0.04], [-0.08, 0.02, 0.02], [-0.16, 0.14, -0.03], [0.25, -0.13, 0.08], [-0.04, -0.16, 0.08], [-0.05, -0.01, -0.01], [-0.02, -0.01, 0.10], [0.07, -0.17, -0.25], [-0.06, 0.13, -0.14], [0.02, 0.20, -0.04], [0.07, -0.59, 0.67], [-0.66, 0.66, -0.70], [0.44, -0.30, 0.20], [0.03, 0.29, 0.07], [-0.14, -0.24, 0.13], [0.09, -0.27, 0.30], [-0.27, 0.97, 1.07], [0.22, 0.36, -0.36], [0.15, 1.05, 0.74], [-0.06, -0.27, 0.03], [-0.11, 0.25, 0.07], [0.16, 0.20, -0.22], [-0.21, -0.14, 0.12], [0.06, 0.05, 0.01], [0.00, -0.02, -0.05], [-0.04, -0.01, 0.04], [-0.06, 0.05, -0.04], [0.11, 0.06, -0.01], [0.04, -0.05, 0.03], [-0.03, -0.06, -0.01], [0.08, -0.05, -0.04], [0.06, 0.10, -0.02], [-0.01, -0.05, -0.10], [-0.03, -0.05, 0.03], [0.07, -0.10, 0.05], [0.07, 0.16, -0.22], [-0.21, -0.12, -0.17], [0.10, 0.00, 0.11], [-0.14, -0.06, -0.20], [-0.02, -0.03, -0.03], [0.49, -0.11, 0.83], [0.01, 0.01, -0.07], [-0.04, 0.03, 0.01], [0.10, -0.03, 0.10], [-0.02, -0.05, 0.02], [0.02, -0.04, 0.04], [-0.02, 0.00, 0.08], [-0.04, 0.01, 0.04], [0.05, 0.01, 0.05], [0.00, 0.00, 0.00]]
}

***

# 3
{
  "formula": "C38H40BN6OP2Rh",
  "method": "ωB97M-V with the def2-TZVPD basis set",
  "charge": 2,
  "homo_ev": [-13.007, -13.007],
  "orbital_gap_ev": [5.37, 5.37],
  "elements": ["Rh", "C", "C", "N", "N", "C", "B", "N", "C", "C", "C", "N", "N", "C", "C", "C", "N", "H", "H", "H", "H", "H", "H", "H", "H", "H", "H", "C", "P", "C", "C", "C", "C", "C", "C", "C", "C", "C", "C", "C", "C", "P", "C", "C", "C", "C", "C", "C", "C", "C", "C", "C", "C", "C", "H", "H", "H", "H", "H", "H", "H", "H", "H", "H", "H", "H", "H", "H", "H", "H", "H", "H", "H", "H", "H", "H", "C", "C", "C", "O", "C", "H", "H", "H", "H", "H", "H", "H", "H"],
  "coordinates": [[-0.354, 0.133, -0.430], [3.591, -1.134, -0.761], [2.607, -0.174, -0.943], [1.440, -0.678, -0.535], [1.643, -1.920, -0.061], [2.939, -2.215, -0.191], [0.544, -2.561, 0.809], [-0.695, -2.771, -0.068], [-1.478, -3.827, -0.301], [-2.646, -3.381, -0.899], [-2.499, -2.004, -1.001], [-1.304, -1.661, -0.505], [0.149, -1.469, 1.865], [0.169, -1.534, 3.199], [-0.235, -0.316, 3.723], [-0.482, 0.477, 2.616], [-0.248, -0.222, 1.498], [4.636, -1.044, -0.995], [2.682, 0.816, -1.353], [3.315, -3.165, 0.149], [0.903, -3.564, 1.322], [-1.178, -4.812, 0.012], [-3.498, -3.966, -1.194], [-3.187, -1.261, -1.369], [0.466, -2.444, 3.690], [-0.336, -0.048, 4.758], [-0.805, 1.502, 2.569], [-2.110, 3.315, 0.232], [-0.489, 2.663, -0.258], [0.674, 3.212, 1.036], [0.254, 3.768, 2.240], [1.176, 4.071, 3.234], [2.523, 3.818, 3.035], [2.952, 3.268, 1.833], [2.033, 2.964, 0.847], [0.035, 3.592, -1.731], [-0.540, 3.303, -2.967], [-0.225, 4.065, -4.079], [0.685, 5.105, -3.977], [1.256, 5.404, -2.749], [0.926, 4.661, -1.628], [-3.455, 3.007, -1.022], [-4.907, 3.652, -0.108], [-6.074, 3.812, -0.853], [-7.228, 4.299, -0.266], [-7.238, 4.628, 1.083], [-6.087, 4.464, 1.835], [-4.929, 3.975, 1.243], [-3.208, 4.304, -2.280], [-2.810, 5.605, -1.982], [-2.706, 6.552, -2.986], [-3.024, 6.213, -4.296], [-3.439, 4.927, -4.599], [-3.523, 3.974, -3.595], [-1.969, 4.353, 0.545], [-2.443, 2.736, 1.101], [-0.790, 3.983, 2.423], [0.836, 4.510, 4.162], [3.239, 4.054, 3.810], [4.004, 3.083, 1.666], [2.380, 2.548, -0.090], [-1.274, 2.513, -3.052], [-0.707, 3.861, -5.027], [0.939, 5.691, -4.849], [1.948, 6.230, -2.658], [1.349, 4.936, -0.671], [-6.080, 3.557, -1.907], [-8.123, 4.421, -0.860], [-8.139, 5.006, 1.545], [-6.085, 4.724, 2.885], [-4.049, 3.862, 1.861], [-2.586, 5.889, -0.961], [-2.396, 7.560, -2.749], [-2.958, 6.958, -5.076], [-3.699, 4.666, -5.616], [-3.840, 2.964, -3.831], [0.322, 0.596, -4.820], [-0.941, -0.258, -4.891], [-1.507, -0.182, -3.476], [-0.414, 0.269, -2.615], [0.802, 0.345, -3.409], [0.086, 1.650, -4.950], [1.070, 0.316, -5.558], [-0.698, -1.289, -5.145], [-1.654, 0.110, -5.625], [-1.845, -1.157, -3.133], [-2.316, 0.544, -3.367], [1.338, -0.604, -3.319], [1.401, 1.162, -3.003]],
  "forces_ev_per_angstrom": [[-1.32, 0.15, -1.03], [0.06, -0.05, 0.06], [-0.02, -0.07, 0.00], [-0.37, 0.37, -0.03], [0.04, 0.16, 0.04], [0.08, 0.03, 0.02], [-0.18, 0.13, 0.16], [0.01, -0.06, -0.01], [-0.21, -0.01, 0.13], [-0.02, -0.05, 0.06], [0.09, 0.01, 0.08], [0.60, -0.15, -0.26], [0.12, -0.03, -0.13], [-0.04, 0.00, 0.08], [0.02, -0.10, -0.08], [-0.04, -0.01, -0.12], [0.03, 0.05, 0.51], [0.03, -0.02, -0.03], [-0.01, -0.01, 0.00], [0.02, -0.03, 0.00], [0.09, -0.08, 0.08], [0.01, -0.04, -0.02], [-0.02, -0.03, -0.02], [0.00, 0.02, -0.06], [0.00, -0.03, 0.03], [0.00, 0.01, 0.04], [0.02, -0.03, 0.00], [-0.16, -0.32, -0.02], [1.51, 0.24, 0.07], [-0.24, -0.16, 0.11], [-0.04, 0.11, -0.09], [0.03, 0.02, 0.04], [-0.01, 0.00, -0.02], [0.03, 0.03, 0.04], [0.00, -0.12, -0.03], [-0.07, -0.07, 0.07], [0.01, -0.02, 0.00], [0.03, -0.03, -0.03], [0.03, 0.01, 0.02], [0.00, 0.03, 0.00], [-0.02, 0.06, 0.09], [0.08, -0.17, 0.14], [0.06, 0.02, -0.09], [-0.03, -0.06, -0.12], [-0.04, -0.02, -0.01], [0.03, -0.01, -0.01], [0.00, -0.01, -0.01], [0.08, 0.01, 0.08], [-0.21, 0.10, 0.08], [0.02, -0.04, 0.06], [0.00, -0.01, -0.02], [0.02, 0.05, -0.01], [-0.05, -0.06, -0.04], [-0.12, 0.03, 0.02], [-0.09, 0.04, -0.09], [0.10, 0.05, 0.05], [-0.05, 0.00, -0.02], [0.00, 0.01, 0.01], [0.02, 0.01, 0.02], [0.02, -0.01, 0.00], [0.01, 0.01, -0.03], [0.12, 0.03, 0.00], [0.02, -0.01, 0.00], [-0.01, 0.02, -0.02], [0.02, 0.01, 0.01], [0.03, -0.02, -0.02], [-0.02, 0.03, -0.01], [-0.01, 0.00, -0.01], [-0.01, 0.02, 0.00], [0.01, -0.02, 0.02], [0.04, 0.02, 0.03], [-0.01, 0.02, 0.02], [0.01, 0.02, 0.01], [0.00, 0.02, -0.02], [-0.02, 0.00, -0.03], [-0.03, -0.02, -0.02], [-0.03, -0.03, 0.06], [0.02, 0.02, 0.05], [-0.23, -0.08, 0.00], [-0.01, -0.04, 0.27], [0.22, 0.12, -0.03], [0.05, -0.03, -0.03], [0.00, -0.03, 0.00], [0.01, 0.00, 0.01], [-0.01, -0.01, 0.01], [0.03, 0.06, -0.01], [0.04, -0.02, 0.02], [-0.01, 0.08, -0.02], [-0.10, -0.06, -0.07]]
}